Record 1
A structure of composition C20H31Br6N3O5Sr. Source: the Open Molecules 2025 dataset; level of theory: wB97M-V/def2-TZVPD.

LUMO ... -0.313 Eh
Gap between HOMO and LUMO ... 5.62 eV
HOMO energy ... -14.13 eV
Charge ... +2
F_max ... 3.097 eV/Å

Element x y z (Å)
N: 3.465 -1.346 0.851
H: 3.813 -0.500 0.364
H: 3.782 -1.130 1.799
H: 3.964 -2.136 0.439
H: 2.441 -1.378 0.745
Sr: 1.873 0.073 4.370
C: 0.330 -1.466 0.030
C: -0.095 -1.036 1.410
O: 0.973 -0.545 2.180
H: 0.731 -0.614 -0.530
H: -0.538 -1.806 -0.534
H: 1.114 -2.225 -0.023
H: -0.621 -1.900 1.844
H: -0.885 -0.277 1.398
Br: 0.759 -5.774 -4.126
C: 1.152 -3.868 -3.829
C: 2.095 -3.756 -2.677
Br: 2.762 -1.895 -2.497
H: 0.214 -3.351 -3.618
H: 1.479 -3.364 -4.737
H: 2.940 -4.408 -2.889
H: 1.643 -4.019 -1.726
Br: -1.950 -5.749 2.809
C: -0.221 -4.945 2.370
C: 0.456 -5.651 1.224
Br: 2.129 -4.736 0.863
H: 0.481 -4.870 3.200
H: -0.449 -3.912 2.108
H: -0.159 -5.678 0.329
H: 0.777 -6.651 1.505
Br: -2.101 0.605 -1.622
C: -1.696 0.203 -3.507
C: -0.398 -0.553 -3.611
Br: -0.060 -1.025 -5.492
H: -1.742 1.177 -3.985
H: -2.518 -0.377 -3.920
H: -0.492 -1.526 -3.136
H: 0.421 -0.009 -3.147
C: 0.016 4.325 -1.411
C: -0.161 3.217 -0.613
C: 0.997 2.472 -0.338
C: 2.192 2.805 -0.958
C: 2.340 3.905 -1.817
C: 1.214 4.683 -1.980
N: 3.391 1.995 -0.641
O: 3.346 1.145 0.258
O: 4.395 2.183 -1.275
H: -0.850 4.962 -1.558
H: -1.101 2.942 -0.167
H: 0.946 1.631 0.342
H: 3.278 4.061 -2.329
H: 1.264 5.562 -2.610
C: -2.951 1.790 1.680
C: -4.265 2.180 1.897
C: -4.559 3.161 2.827
C: -3.525 3.861 3.445
C: -2.198 3.448 3.286
C: -1.950 2.388 2.427
N: -3.875 4.965 4.360
O: -2.966 5.735 4.610
O: -5.016 5.079 4.710
H: -2.834 0.985 0.968
H: -5.020 1.520 1.489
H: -5.588 3.466 2.955
H: -1.465 3.870 3.958
H: -0.922 2.081 2.255

Atom charges from the Löwdin analysis, given in e for atoms 1 to 2: atom 1 (N): 0.257, atom 2 (H): 0.079

***

Record 2
The molecule C9H8N2. Source: the Open Molecules 2025 dataset; level of theory: wB97M-V/def2-TZVPD.

Relative energy (zero: lowest compared OMol25 entry of this formula, charge and spin) ... 68.7 kcal/mol
LUMO ... 0.024 Eh
Gap between HOMO and LUMO ... 8.83 eV
HOMO energy ... -8.17 eV
Charge ... 0
Structure (SMILES) ... c1ccc(-c2ncc[nH]2)cc1
F_max ... 8.074 eV/Å

Element x y z (Å)
C: 2.063 -0.233 2.315
C: 2.364 0.579 1.216
C: 1.436 0.673 0.220
C: 0.204 0.027 0.135
C: -0.027 -0.877 1.262
C: 0.807 -0.992 2.276
C: -0.747 0.134 -0.983
C: -2.390 -0.038 -2.244
C: -1.556 0.788 -2.861
H: 2.872 -0.241 3.348
H: 3.384 0.991 1.185
H: 1.673 1.319 -0.584
H: -1.055 -1.344 1.373
H: 0.549 -1.455 3.056
H: -2.121 -0.849 -0.180
H: -3.468 -0.470 -2.600
H: -1.667 1.521 -3.842
N: -1.892 -0.458 -1.058
N: -0.430 0.927 -2.034

Atom charges from the Löwdin analysis, given in e for atoms 1 to 2: atom 1 (C): -0.054, atom 2 (C): -0.117

***

Record 3
A structure of composition C12H20F6PtSb4Se4. Source: the Open Molecules 2025 dataset; level of theory: wB97M-V/def2-TZVPD.

Expectation value of S² ... 3.78
Relative energy (zero: lowest compared OMol25 entry of this formula, charge and spin) ... 32.5 kcal/mol
LUMO (alpha / beta) ... 0.054 / 0.007 Eh
Gap between HOMO and LUMO (alpha / beta) ... 6.13 / 5.08 eV
HOMO energy (alpha / beta) ... -4.64 / -4.90 eV
Charge ... -1
Spin multiplicity ... 4
F_max ... 2.433 eV/Å

Element x y z (Å)
Pt: -0.518 -0.307 -0.145
Se: -2.712 2.771 2.234
Sb: -1.138 3.134 0.413
Se: 0.900 1.461 0.347
Se: -1.825 0.858 -1.656
Se: 0.043 5.234 1.159
C: -3.988 -2.579 -1.088
Sb: -2.603 -1.796 0.349
C: -4.031 -0.611 1.415
C: -2.461 -3.487 1.705
C: -2.178 -4.685 0.869
C: -3.252 -5.457 0.428
C: -3.065 -6.549 -0.402
C: -1.786 -6.851 -0.842
C: -0.714 -6.087 -0.412
C: -0.874 -5.016 0.467
C: 0.338 -4.364 1.039
Sb: 1.070 -2.397 0.372
C: 1.022 -2.802 -1.738
C: 3.113 -2.878 0.799
H: -3.551 -3.422 -1.618
H: -4.242 -1.791 -1.794
H: -4.883 -2.908 -0.563
H: -4.825 -1.258 1.789
H: -4.442 0.142 0.743
H: -3.553 -0.087 2.238
H: -3.423 -3.560 2.210
H: -1.681 -3.275 2.435
H: -4.246 -5.195 0.771
H: -3.912 -7.148 -0.708
H: -1.629 -7.695 -1.501
H: 0.283 -6.343 -0.751
H: 1.199 -5.003 0.847
H: 0.234 -4.266 2.122
H: 1.627 -3.680 -1.967
H: 1.424 -1.941 -2.267
H: -0.007 -2.971 -2.054
H: 3.187 -3.942 1.014
H: 3.481 -2.311 1.649
H: 3.717 -2.624 -0.067
F: 2.735 -0.447 -0.744
Sb: 4.224 0.824 -0.586
F: 5.785 1.864 -0.739
F: 4.744 -0.211 0.920
F: 5.037 -0.436 -1.751
F: 3.655 2.098 0.705
F: 3.349 1.773 -1.963

Atom charges from the Löwdin analysis, given in e for atoms 1 to 2: atom 1 (Pt): -0.168, atom 2 (Se): -0.208

***

Record 4
A structure of composition C10H16Cl4O5Pd. Source: the Open Molecules 2025 dataset; level of theory: wB97M-V/def2-TZVPD.

Expectation value of S² ... 6.03
Relative energy (zero: lowest compared OMol25 entry of this formula, charge and spin) ... 3.6 kcal/mol
LUMO (alpha / beta) ... 0.195 / 0.160 Eh
Gap between HOMO and LUMO (alpha / beta) ... 4.40 / 6.45 eV
HOMO energy (alpha / beta) ... 0.90 / -2.09 eV
Charge ... -2
Spin multiplicity ... 5
F_max ... 5.779 eV/Å

Element x y z (Å)
C: -0.002 1.455 -1.070
C: 0.899 1.764 0.002
C: 0.397 1.202 1.188
C: 2.142 2.556 -0.109
C: -0.829 0.449 0.862
C: -1.126 0.796 -0.536
C: -2.435 0.642 -1.178
C: 0.212 1.844 -2.477
C: 0.953 1.437 2.526
C: -1.882 0.141 1.852
Pd: 0.280 -1.407 0.348
Cl: 2.554 -0.807 -0.485
Cl: -0.230 -2.016 -1.990
Cl: 0.606 -1.655 2.594
H: 2.604 2.425 -1.094
H: 2.867 2.242 0.650
H: 1.947 3.630 0.032
H: 2.048 1.354 2.497
H: 0.590 0.674 3.225
H: 0.700 2.445 2.894
H: -1.421 -0.384 2.693
H: -2.626 -0.521 1.405
H: -2.374 1.056 2.203
H: -3.129 0.119 -0.515
H: -2.344 0.060 -2.107
H: -2.878 1.620 -1.433
H: 1.242 1.615 -2.791
H: 0.051 2.923 -2.615
H: -0.468 1.298 -3.140
O: -1.590 -1.398 -2.972
H: -2.263 -2.092 -2.825
O: 1.275 -5.668 -0.584
Cl: 1.090 -4.751 0.511
O: -0.226 -4.843 1.083
O: 2.134 -4.876 1.491
O: 1.231 -3.329 -0.135

Atom charges from the Löwdin analysis, given in e for atoms 1 to 2: atom 1 (C): -0.242, atom 2 (C): -0.286

***

Record 5
The molecule C2H5OPS. Source: the Open Molecules 2025 dataset; level of theory: wB97M-V/def2-TZVPD.

Relative energy (zero: lowest compared OMol25 entry of this formula, charge and spin) ... 60.2 kcal/mol
LUMO ... -0.009 Eh
Gap between HOMO and LUMO ... 8.09 eV
HOMO energy ... -8.35 eV
Charge ... 0
Structure (SMILES) ... OCC(P)=S
F_max ... 4.473 eV/Å

Element x y z (Å)
C: 1.141 -0.114 0.313
C: -0.227 0.917 -0.328
O: -1.178 0.510 0.599
P: 0.519 -1.839 0.428
S: 2.512 0.507 0.806
H: -0.445 0.503 -1.352
H: 0.085 1.972 -0.181
H: -2.062 0.970 0.308
H: -0.851 -1.507 0.346
H: 0.505 -1.918 -0.940

Atom charges from the Löwdin analysis, given in e for atoms 1 to 2: atom 1 (C): -1.065, atom 2 (C): -0.278

***

Record 6
The molecule C6H9N. Source: the Open Molecules 2025 dataset; level of theory: wB97M-V/def2-TZVPD.

Relative energy (zero: lowest compared OMol25 entry of this formula, charge and spin) ... 129.8 kcal/mol
LUMO ... 0.007 Eh
Gap between HOMO and LUMO ... 8.65 eV
HOMO energy ... -8.45 eV
Charge ... 0
F_max ... 1.977 eV/Å

Element x y z (Å)
C: 2.114 0.821 0.273
C: 0.764 0.227 -0.177
C: 0.704 -0.793 -1.206
C: -0.610 -1.465 -1.017
N: -1.392 -0.940 0.137
C: -1.879 0.425 0.029
C: -0.601 0.081 0.763
H: 2.510 1.563 -0.439
H: 2.901 0.068 0.401
H: 1.975 1.334 1.226
H: -1.202 -1.456 -1.943
H: -0.402 -2.524 -0.809
H: -2.841 0.610 0.518
H: -1.800 0.942 -0.937
H: 0.138 1.033 -0.534
H: -0.506 0.164 1.844

Atom charges from the Löwdin analysis, given in e for atoms 1 to 2: atom 1 (C): -0.067, atom 2 (C): -0.339

***

Copy entry 2 word for word.
The molecule C9H8N2. Source: the Open Molecules 2025 dataset; level of theory: wB97M-V/def2-TZVPD.

Relative energy (zero: lowest compared OMol25 entry of this formula, charge and spin) ... 68.7 kcal/mol
LUMO ... 0.024 Eh
Gap between HOMO and LUMO ... 8.83 eV
HOMO energy ... -8.17 eV
Charge ... 0
Structure (SMILES) ... c1ccc(-c2ncc[nH]2)cc1
F_max ... 8.074 eV/Å

Element x y z (Å)
C: 2.063 -0.233 2.315
C: 2.364 0.579 1.216
C: 1.436 0.673 0.220
C: 0.204 0.027 0.135
C: -0.027 -0.877 1.262
C: 0.807 -0.992 2.276
C: -0.747 0.134 -0.983
C: -2.390 -0.038 -2.244
C: -1.556 0.788 -2.861
H: 2.872 -0.241 3.348
H: 3.384 0.991 1.185
H: 1.673 1.319 -0.584
H: -1.055 -1.344 1.373
H: 0.549 -1.455 3.056
H: -2.121 -0.849 -0.180
H: -3.468 -0.470 -2.600
H: -1.667 1.521 -3.842
N: -1.892 -0.458 -1.058
N: -0.430 0.927 -2.034

Atom charges from the Löwdin analysis, given in e for atoms 1 to 2: atom 1 (C): -0.054, atom 2 (C): -0.117

***

> Which value of charge does entry 6 give?

0

***

> Among the records above, which one has the highest charge?

C20H31Br6N3O5Sr

***

> What is the formula in the second record?

C9H8N2